Formula: C19H38ClI2N5O2S
Source: OMol25
Level of theory: ωB97M-V with the def2-TZVPD basis set

- E_HOMO (hartree) = -0.196
- charge = 0
- frontier orbital gap (eV) = 4.322

Cartesian coordinates (Å):
H  4.04634  1.45637  -0.93540
H  0.06362  1.49590  -1.23435
C  1.51760  -4.92326  1.17102
H  -2.35350  -2.77142  0.03295
I  2.62172  -2.61482  3.28921
C  2.19652  3.23671  1.07197
C  0.17344  -1.63756  0.10134
C  2.45373  -3.87781  0.55264
N  0.31846  -0.60893  -2.11930
H  -0.70416  -2.70802  -1.36777
H  2.34223  -3.83399  -0.53270
H  -4.01097  1.77338  -0.60611
C  -4.28178  1.42786  -3.04833
C  -2.54404  0.49086  0.20381
C  4.57135  3.48929  -0.53863
I  0.89806  0.63836  2.84611
H  0.12197  -3.61579  -0.33124
N  0.16002  -2.74716  -0.83784
H  -3.42046  -0.12077  0.43478
C  -0.30709  -0.44553  -0.81882
H  -1.10491  -1.01644  1.79155
H  -1.92470  0.43660  -1.83050
C  -1.99680  -2.82055  1.06443
Cl  3.68113  0.09864  1.34971
H  1.96794  -5.37949  2.05315
H  -3.16687  1.21753  -2.87950
H  3.48663  -2.09076  0.84722
O  -2.32690  4.18304  0.56601
H  -2.31525  -1.13556  -1.25081
C  1.70131  0.92373  -0.16443
N  0.24473  0.90632  -0.41900
H  3.33258  2.60344  -2.04001
C  2.21792  2.39252  -0.19899
C  -0.76595  -1.92421  1.30477
H  2.41033  4.27290  0.79929
H  4.18433  4.50566  -0.65511
H  1.50195  2.89689  -0.86664
O  -5.07762  0.83299  -2.16251
H  -0.27160  1.31630  0.37077
N  -3.10620  -2.55841  1.96802
H  4.85902  3.35973  0.50719
H  -2.48124  2.54684  1.82177
C  -2.97028  2.95359  0.92090
H  2.16306  0.43370  -1.02694
H  3.47494  -4.23377  0.72564
C  -1.80462  -0.21512  -0.95386
H  -4.30010  2.55430  -3.04271
S  -0.95106  -0.68307  -4.57623
H  2.91491  2.90627  1.82291
H  -0.13250  -2.40533  2.06013
N  1.58872  -1.40029  0.61772
C  1.94785  -0.06114  0.98990
C  -0.25525  -0.66549  -3.19457
H  -1.95292  0.56881  1.12820
H  -4.38954  1.18294  -4.13668
H  -3.98253  3.24629  1.20059
H  1.21276  3.24051  1.54242
H  5.47170  3.41472  -1.15064
H  1.34632  -5.72691  0.44810
C  2.49073  -2.44612  1.07299
C  3.56448  2.43388  -0.98266
H  0.54059  -4.53372  1.46309
C  -2.99239  1.90950  -0.20162
H  -2.37667  2.29825  -1.02002
H  -3.21256  -1.57855  2.19193
H  -3.01978  -3.06856  2.83460
H  -1.71841  -3.86678  1.23078
H  -1.37356  4.06369  0.61419

Results of the Mulliken charge analysis, in e, for atoms 1 through 6: 0.465 0.826 -1.424 0.355 0.054 -2.026

Formula: C19H38F2O7
Source: OMol25
Level of theory: ωB97M-V with the def2-TZVPD basis set

- E_HOMO (hartree) = -0.341
- charge = 0
- frontier orbital gap (eV) = 9.517

Cartesian coordinates (Å):
O  1.63043  -3.73769  -2.39809
C  4.60904  -0.67952  3.97572
C  1.50558  -7.01402  1.20642
H  -0.48105  0.57154  -1.51245
H  -4.46202  1.50088  -4.35612
H  4.81275  0.57101  0.83214
C  5.20248  1.58897  2.65522
O  3.07742  2.27458  -3.56690
H  5.10726  0.35487  5.78107
H  -1.54388  0.27174  3.17050
F  4.28692  -1.87637  4.62684
C  -3.27972  3.25061  -4.86991
C  -5.68798  3.74471  2.19675
H  -0.17173  -1.32373  -0.30683
H  2.96946  -3.72607  -3.98653
H  -0.81777  1.75883  5.18161
H  1.50059  3.11995  -4.17749
C  5.05329  0.38845  4.70294
C  2.28237  3.37618  -3.46243
C  4.52768  -0.65068  2.57350
O  -0.53244  -0.62423  0.24289
C  -1.21231  -4.32466  4.86959
H  4.09554  -1.38586  1.91080
H  2.79374  4.28219  -3.78763
C  -4.04466  1.61516  -6.36597
H  -1.02410  -3.55655  4.11948
H  0.74063  -5.76958  -0.04363
C  4.86310  0.49891  1.90855
H  -2.08517  4.90236  -5.72061
H  -1.25225  -5.37233  4.57143
O  -6.59890  2.87636  2.83698
F  -3.21767  3.70254  -3.59385
H  5.62886  2.45441  4.55195
H  -5.47905  4.55305  2.89751
H  1.52445  -6.31726  2.04443
H  1.37142  -8.05914  1.48537
H  3.97412  2.54065  -3.35072
H  1.09138  -3.90657  -3.17430
H  1.83991  3.51624  -2.47617
C  5.38968  1.56741  3.98412
H  -7.40820  3.38692  2.91415
H  -3.62425  1.91777  -8.46840
H  3.36822  -4.85571  -2.67246
H  -4.71590  3.29338  1.99807
H  -0.55488  1.94214  3.44740
C  -2.79362  3.49333  -7.19532
H  -2.19738  -4.32067  6.55932
C  -2.65521  4.00228  -5.89755
H  -1.88649  2.82246  4.22813
C  -3.50550  2.31866  -7.47263
H  2.47150  -7.11430  0.71142
H  -0.88253  1.33446  -0.09424
H  -0.34271  -4.29591  5.52613
H  -4.58439  0.68616  -6.47568
O  0.46631  -6.54323  0.45419
H  -2.24460  4.02319  -7.95967
O  -2.31942  -3.94235  5.68549
C  -1.31915  1.89177  4.22295
C  -1.04549  0.38240  -0.59935
C  -3.95614  2.07016  -5.12189
O  -2.06908  0.75195  3.81484
C  2.93542  -3.88357  -2.90850
H  5.50755  2.51298  2.18667
H  -6.11424  4.11782  1.26552
H  3.56932  -3.09167  -2.50957
H  -2.08653  0.14192  -0.81495

Results of the Mulliken charge analysis, in e, for atoms 1 through 6: -0.467 0.367 -0.504 0.275 0.394 0.383

Formula: C19H38FNO7S
Source: OMol25
Level of theory: ωB97M-V with the def2-TZVPD basis set

- E_HOMO (hartree) = -0.359
- charge = 0
- frontier orbital gap (eV) = 10.014

Cartesian coordinates (Å):
H  1.76530  3.54793  2.24487
O  -1.03690  -3.13983  6.14246
H  -2.17148  -4.47762  1.64369
H  4.11051  0.09455  3.27934
H  -1.34021  3.31444  -1.83779
C  -3.46293  3.62980  -2.14621
C  -0.95375  -2.83126  2.60969
C  4.81933  1.62101  -3.94156
O  0.67063  -1.50854  5.00359
C  0.05662  -3.76652  3.45838
H  -4.60752  -1.71086  -1.23487
H  -4.21101  4.61371  -3.92077
H  4.46431  1.64121  4.07952
H  4.10449  0.27600  -1.87184
H  -2.33671  2.88889  -0.45484
C  -3.66914  -1.11431  -0.94271
H  -3.83255  -1.80830  2.13446
C  3.66884  1.02157  3.65608
C  4.45398  -0.85486  -4.15280
H  1.30086  0.69487  2.71719
H  1.02897  0.16730  -2.33746
O  3.34690  0.43734  -2.45195
C  -3.37843  -2.59620  1.40230
H  -2.03798  4.60030  -0.82854
C  -1.33552  -0.42971  -2.31709
H  3.63218  1.98442  1.73286
H  5.19118  1.69177  -4.96729
H  -2.47263  4.35680  -3.93234
H  5.29451  -1.08003  -3.48803
C  -0.08872  -0.02997  -2.09580
H  -4.29252  -3.21816  1.03563
C  -2.22369  3.61501  -1.26500
H  4.35561  2.57385  -3.67079
H  -1.47988  -2.64496  -2.76189
H  3.72988  -1.66583  -4.03253
C  -2.77200  -1.22335  -2.31126
C  2.93509  1.75366  2.54400
H  -3.16524  5.63757  -2.91305
S  0.31816  -2.97239  5.12752
H  -2.91133  2.08518  -3.21311
H  1.09913  -3.75552  2.94120
H  -2.81532  -3.88825  3.27024
C  -1.91281  -2.81481  -0.80090
H  4.81476  -0.85825  -5.18492
C  2.29935  3.03824  3.05203
C  -3.31808  4.62225  -3.28895
H  -0.27905  -4.86299  3.51018
O  -1.03283  -3.70719  -0.59169
H  2.98011  0.74000  4.45940
H  2.95892  0.66441  -4.44207
H  -0.40409  -2.58313  1.61352
O  1.49413  -3.68914  5.77298
H  1.56304  2.82694  3.83458
O  -3.68165  2.32442  -2.67736
N  -2.37928  -2.69628  -2.23120
H  -1.69790  -2.43095  5.89637
H  -3.23110  -0.84129  -3.28978
C  -2.37007  -3.51898  2.25570
C  -2.69010  -1.79461  0.18526
H  -4.33921  3.88762  -1.54411
F  -2.01364  -0.62327  0.70498
H  3.05346  3.71872  3.45714
O  1.92347  0.90513  2.00605
C  3.82296  0.48172  -3.79625
H  5.67265  1.48215  -3.26940
H  -3.83841  -0.00942  -0.67011
H  -1.14567  -1.79203  3.10505

Results of the Mulliken charge analysis, in e, for atoms 1 through 6: 0.296 -0.471 0.287 0.295 0.262 0.374

Formula: C19H38N3NiO8
Source: OMol25
Level of theory: ωB97M-V with the def2-TZVPD basis set

- multiplicity = 3
- E_HOMO (alpha / beta) (hartree) = -0.193 / -0.193
- expectation value of S² = 2.0119
- charge = -1
- frontier orbital gap (alpha / beta) (eV) = 6.933 / 6.943

Cartesian coordinates (Å):
H  -15.26417  -32.13081  -12.76799
C  -20.59389  -27.07265  -3.46069
H  -21.22508  -27.38477  -4.29272
C  -14.26192  -29.32947  -10.13800
H  -18.25423  -29.48058  -4.13175
H  -20.42394  -26.22704  -6.18424
H  -15.98752  -27.35526  -10.97414
H  -17.02139  -31.09708  -11.32540
H  -17.35994  -28.40310  -6.49486
H  -21.08727  -27.34226  -2.52688
H  -16.69260  -28.25036  -9.73862
C  -19.47998  -25.69007  -6.09099
C  -19.22066  -29.00285  -4.29265
H  -12.71046  -30.24220  -14.83629
H  -19.56767  -24.86881  -5.37970
H  -20.42436  -28.46334  -5.83510
C  -13.91785  -30.39221  -12.95146
H  -16.11461  -26.47113  -6.19387
O  -16.52854  -24.34795  -10.83032
O  -12.69321  -24.35540  -11.98102
C  -15.56623  -29.57866  -11.05888
H  -20.15484  -29.46751  -3.97722
C  -12.75098  -29.89068  -12.02814
H  -12.46486  -28.89267  -12.36012
H  -14.20028  -28.29143  -9.81121
H  -20.52041  -25.98597  -3.41796
C  -13.66845  -29.97555  -14.38989
H  -14.32242  -30.31373  -15.19367
H  -11.85171  -30.42294  -12.33814
H  -12.91276  -30.95195  -10.25895
O  -16.20458  -29.94557  -13.22827
H  -19.19764  -25.35084  -7.08765
H  -18.66707  -27.62779  -7.39358
C  -16.95868  -25.78148  -6.19860
H  -16.70215  -30.60160  -9.59269
C  -18.18789  -26.48868  -5.62627
O  -14.26908  -25.47076  -11.75188
H  -12.13486  -29.32032  -10.10989
H  -13.64275  -28.88590  -14.40059
H  -14.48327  -29.80906  -9.18453
C  -14.19557  -31.94187  -12.87051
C  -19.39729  -28.82667  -5.80022
H  -13.73323  -32.38474  -11.98835
H  -17.19136  -25.63045  -7.25271
H  -15.61641  -31.63927  -10.38901
O  -13.03047  -26.11505  -13.16602
O  -18.07469  -25.59588  -3.49144
N  -18.19600  -26.78891  -4.16134
C  -18.30556  -27.87039  -6.39430
N  -17.56807  -25.02662  -10.91604
H  -19.34345  -29.74025  -6.39232
C  -18.61868  -27.96898  -2.19564
N  -15.15386  -29.69307  -12.46495
C  -19.21994  -27.62126  -3.55951
H  -17.34268  -28.31470  -11.44734
C  -13.12325  -25.46016  -12.18318
O  -18.19241  -25.43493  -9.94713
H  -16.38866  -30.81058  -12.85482
H  -13.89064  -32.47365  -13.77180
C  -16.46418  -28.32030  -10.80212
H  -17.63965  -28.44121  -2.11437
O  -17.73751  -25.43156  -12.05691
C  -12.97208  -29.89274  -10.50927
H  -19.33056  -28.58771  -1.64929
Ni  -14.28304  -23.57091  -11.07334
H  -17.19314  -25.74880  -3.14347
H  -16.69785  -24.80302  -5.79525
C  -16.28420  -30.79918  -10.57980
H  -18.46107  -27.10000  -1.55678

Results of the Mulliken charge analysis, in e, for atoms 1 through 6: 0.274 -1.665 0.318 -1.063 0.387 0.296

| no. | F_max (hartree/bohr) |
| --- | --- |
| 1 | 0.0133 |
| 2 | 0.0668 |
| 3 | 0.1348 |
| 4 | 0.2038 |